The following is a DFT calculation (the ωB97M-V functional and the def2-TZVPD basis) of a structure of composition C55H52N2O4S3Sb2SeTc.

The geometry in ORCA input format:
```
! wB97M-V def2-TZVPD RIJCOSX def2/J DEFGRID3
* xyz -1 3
Tc 0.30766 0.03399 0.19086
C 1.90293 2.47950 -5.68324
C 1.12525 2.93219 -4.45864
C 0.46361 4.28343 -4.66085
O 0.12302 1.97605 -4.14355
C 0.32774 1.43268 -2.84856
C 1.63320 2.05453 -2.34590
O 2.00745 2.98844 -3.34879
C 1.51526 2.75898 -0.96933
O 1.05568 1.84939 -0.01936
C 0.57914 3.96658 -1.07252
C -0.75748 3.85867 -0.71041
C -1.61700 4.94558 -0.80846
C -1.14524 6.16712 -1.26431
C 0.19189 6.28888 -1.62086
C 1.04309 5.19915 -1.52804
C 2.88328 3.23441 -0.46566
C 2.91745 3.86667 0.77755
C 4.11443 4.28230 1.33273
C 5.30726 4.07327 0.64799
C 5.28198 3.45100 -0.58826
C 4.07569 3.03590 -1.14555
C 0.34905 -0.11323 -2.87605
O 0.80860 -0.57908 -1.64531
C -1.04753 -0.67998 -3.15266
C -1.22298 -2.04233 -2.91477
C -2.46100 -2.64108 -3.06858
C -3.55023 -1.88661 -3.49089
C -3.38275 -0.53370 -3.74324
C -2.14113 0.07082 -3.56213
C 1.31783 -0.62387 -3.95177
C 2.62648 -0.95226 -3.61344
C 3.51365 -1.41616 -4.57706
C 3.10233 -1.55446 -5.89370
C 1.79486 -1.23540 -6.23955
C 0.91177 -0.77644 -5.27552
H 1.21522 2.25520 -6.49933
H 2.47527 1.58241 -5.44940
H 2.58530 3.27066 -5.99917
H -0.14932 4.25417 -5.56322
H 1.22004 5.06178 -4.76980
H -0.17020 4.51908 -3.80649
H -0.49752 1.73843 -2.19962
H 2.40103 1.28331 -2.24575
H -1.11346 2.91270 -0.33039
H -2.65629 4.84121 -0.51618
H -1.81021 7.01908 -1.33610
H 0.57369 7.23871 -1.97520
H 2.08290 5.30230 -1.80997
H 1.98784 4.01871 1.31734
H 4.11890 4.76107 2.30483
H 6.24795 4.39398 1.07877
H 6.20477 3.27762 -1.12798
H 4.08212 2.56059 -2.11697
H -0.37617 -2.62277 -2.56855
H -2.57894 -3.69494 -2.85092
H -4.51863 -2.35361 -3.62698
H -4.22240 0.05806 -4.09071
H -2.02959 1.12904 -3.77449
H 2.94857 -0.87350 -2.58466
H 4.51606 -1.69497 -4.27745
H 3.78948 -1.92645 -6.64402
H 1.45997 -1.34997 -7.26389
H -0.10724 -0.53419 -5.55067
S 4.62301 -3.49996 -0.97813
Sb 2.48690 -3.08607 -0.42032
S 2.55473 -0.80064 0.66058
S 2.50598 -2.39734 2.01831
C -2.86795 -1.64697 5.79786
C -2.80910 -0.26374 5.89983
C -1.95276 0.45887 5.07885
C -1.14766 -0.20096 4.15487
C -1.21105 -1.59015 4.05678
C -2.06920 -2.31010 4.87694
Sb 0.15449 0.81784 2.82187
C 1.97704 0.55794 3.88035
C 3.10556 1.21714 3.40151
C 4.32214 1.08267 4.05285
C 4.41742 0.28531 5.18570
C 3.29582 -0.37616 5.66386
C 2.07665 -0.24250 5.01135
C -0.18285 2.82945 3.42692
C -0.89145 3.69120 2.59603
C -1.08628 5.01970 2.95160
C -0.57762 5.49254 4.15236
C 0.12656 4.63790 4.99102
C 0.32952 3.31321 4.62847
H -3.54103 -2.20822 6.43439
H -3.43277 0.25564 6.61756
H -1.91557 1.53937 5.16261
H -0.58900 -2.11936 3.34225
H -2.11819 -3.38676 4.77802
H 3.04960 1.82004 2.50239
H 5.19725 1.58606 3.66036
H 5.37048 0.16736 5.68647
H 3.36996 -1.01136 6.53804
H 1.20856 -0.77375 5.38470
H -1.27410 3.33550 1.64480
H -1.62021 5.68299 2.28206
H -0.71989 6.52928 4.43132
H 0.53026 5.00645 5.92618
H 0.90154 2.65992 5.27790
C -4.88077 -0.36173 -0.49408
C -4.20835 0.99710 -0.24903
C -4.51916 1.51709 1.16205
C -4.62462 2.01929 -1.30871
C -2.75656 0.77243 -0.30744
N -1.63201 0.57149 -0.25231
H -5.96327 -0.23406 -0.42660
H -4.56299 -1.09841 0.24524
H -4.62689 -0.74342 -1.48362
H -5.60094 1.60769 1.27572
H -4.06870 2.49767 1.32738
H -4.14643 0.83051 1.92298
H -5.69749 2.19977 -1.22353
H -4.40985 1.64845 -2.30800
H -4.10083 2.96644 -1.17160
Se -2.39825 -3.99855 1.05158
C -1.28117 -2.64749 0.77890
N -0.55895 -1.74751 0.60797
*
```

The value obtained for the total energy is -182180.50537 eV. For the molar mass, the calculation gives 1321.7 g mol⁻¹. The energy above the lowest of the compared OMol25 structures with the same formula, charge and spin is 0.142 eV. The expectation value of S² is 2.017. Its HOMO-LUMO gap (alpha / beta) is 0.254 / 0.251 hartree.

Löwdin atomic charge list, values in e, 8 entries: 0.980 0.022 -0.560 0.019 -0.008 -0.167 -0.154 -0.004